Entry 1:
Here is one molecule with the formula C2H2Cl2N2 at a distorted geometry from the OMol25 dataset. Energies are from ωB97M-V with the def2-TZVPD basis set.

Computed properties:
**ΔE to the lowest compared entry with this formula, charge and spin**: 2.728 eV
**E_tot**: -30126.75386 eV
**Kohn-Sham gap**: 9.202 eV
**SMILES**: ClCN1N=C1Cl
**LUMO level**: 0.0189 Eh

```
! wB97M-V def2-TZVPD RIJCOSX def2/J DEFGRID3
* xyz 0 1
Cl 0.52 -2.93 0.11
Cl 0.41 1.28 1.75
N 1.23 -0.59 -1.18
N -0.10 -0.16 -0.58
C -0.53 1.05 0.25
C 0.60 -1.46 -0.58
H -0.47 2.07 -0.24
H -1.67 0.74 0.47
*
```



Entry 2:
Here is C17H16BBrCrN9O as an isolated structure at a distorted geometry from the OMol25 dataset. Energies are from ωB97M-V with the def2-TZVPD basis set.

Computed properties:
**<S²>**: 8.789
**ΔE to the lowest compared entry with this formula, charge and spin**: 1.668 eV
**E_tot**: -132473.27505 eV
**Kohn-Sham gap (spin up / spin down)**: 7.825 / 4.893 eV
**LUMO level (spin up / spin down)**: -0.2343 / -0.3640 Eh

```
! wB97M-V def2-TZVPD RIJCOSX def2/J DEFGRID3
* xyz 2 6
Br 2.72 -0.08 -0.13
Cr 0.30 -0.03 -0.11
O 2.66 -0.01 -5.33
N -1.32 1.47 -0.05
N 0.09 0.01 1.93
N 0.21 -0.04 -2.10
N -2.43 1.33 0.73
N -2.43 -1.19 0.72
N -3.62 -0.07 2.61
N -1.14 0.08 2.49
N -3.61 -1.29 3.38
N -1.35 -1.45 -0.05
C 0.43 -0.02 -4.44
C 1.83 -0.02 -4.30
C -4.65 0.64 2.93
C -4.66 -1.26 4.14
C 1.50 -0.04 -1.99
C -1.47 2.59 -0.74
C -1.01 0.16 3.83
C 0.97 0.04 2.93
C -3.26 2.36 0.50
C -2.88 -3.04 -0.39
C 0.32 0.14 4.16
C -5.40 -0.07 3.94
C -3.37 -2.14 0.52
C 2.41 -0.03 -3.02
C -0.36 -0.03 -3.31
C -1.61 -2.57 -0.71
C -2.69 3.20 -0.43
B -2.41 0.06 1.61
H -4.88 1.61 2.52
H 0.76 0.18 5.14
H -3.10 4.11 -0.83
H -3.37 -3.93 -0.76
H -0.03 -0.02 -5.42
H 2.20 -0.01 -6.18
H 3.48 -0.03 -2.91
H -4.32 -2.12 1.02
H -0.71 2.91 -1.43
H 2.03 0.00 2.73
H -1.87 0.23 4.48
H -0.88 -2.98 -1.39
H -4.86 -2.08 4.82
H -4.22 2.47 0.97
H -6.32 0.25 4.41
H -1.44 -0.04 -3.35
*
```



Entry 3:
Here is C24H20As2CuF12N4O8 as an isolated structure at a distorted geometry from the OMol25 dataset. Energies are from ωB97M-V with the def2-TZVPD basis set.

Computed properties:
**<S²>**: 0.770
**E_tot**: -246475.97000 eV
**Kohn-Sham gap (spin up / spin down)**: 2.905 / 6.294 eV
**LUMO level (spin up / spin down)**: 0.1256 / 0.1257 Eh

```
! wB97M-V def2-TZVPD RIJCOSX def2/J DEFGRID3
* xyz -2 2
As -4.51 21.31 -23.03
As -5.60 27.44 -27.24
Cu -4.82 23.62 -26.03
F -4.06 19.75 -22.15
F -7.15 26.98 -28.11
F -3.59 20.83 -24.54
F -4.93 22.85 -23.85
F -5.43 25.71 -26.68
F -4.67 26.85 -28.73
F -4.01 27.90 -26.45
F -5.71 29.08 -27.94
F -3.01 21.94 -22.40
F -5.35 21.88 -21.64
F -6.55 27.82 -25.88
F -6.00 20.58 -23.66
O -8.80 23.74 -27.25
O -3.33 24.88 -24.63
O -4.94 21.03 -29.81
O -7.16 23.11 -26.17
O -4.49 21.91 -27.91
O -2.05 25.92 -28.56
O -2.63 24.13 -27.37
O -1.87 25.28 -23.10
N -4.19 21.27 -28.88
N -1.84 25.07 -27.69
N -8.21 23.73 -26.17
N -2.96 25.50 -23.57
C -5.43 28.40 -21.78
C -3.83 26.48 -22.89
C -4.25 27.94 -21.12
C 1.70 26.13 -26.76
C -1.09 19.35 -29.94
C -9.92 26.45 -24.17
C 1.98 25.12 -25.79
C -0.39 19.21 -28.75
C 0.45 26.12 -27.29
C -9.55 25.69 -25.25
C -2.28 20.05 -29.98
C -9.16 26.37 -22.97
C -3.45 26.98 -21.66
C -5.05 26.80 -23.48
C -8.33 25.24 -22.74
C -2.87 20.56 -28.83
C -0.49 25.15 -26.97
C -8.11 24.35 -23.77
C -0.95 19.72 -27.56
C -5.79 27.88 -23.01
C -8.63 24.61 -25.06
C -0.17 24.20 -26.00
C 1.06 24.16 -25.36
C -2.19 20.37 -27.61
H -6.66 28.21 -23.57
H -7.41 23.55 -23.58
H -0.68 18.92 -30.83
H -7.83 25.16 -21.78
H -5.94 29.23 -21.33
H 2.42 26.91 -26.95
H -9.99 25.81 -26.23
H -2.75 20.25 -30.93
H -10.69 27.20 -24.29
H -9.41 27.03 -22.15
H -5.38 26.41 -24.43
H -2.54 26.62 -21.21
H 0.54 18.67 -28.60
H -0.95 23.54 -25.65
H 1.33 23.35 -24.71
H -4.00 28.33 -20.14
H 2.97 25.11 -25.35
H -0.47 19.62 -26.60
H 0.08 26.87 -27.98
H -2.55 20.72 -26.66
*
```



Entry 4:
Here is a 2-piece molecular cluster, C2O3S overall at a distorted geometry from the OMol25 dataset. Energies are from ωB97M-V with the def2-TZVPD basis set.

Computed properties:
**ΔE to the lowest compared entry with this formula, charge and spin**: 0.021 eV
**E_tot**: -19052.77038 eV
**Kohn-Sham gap**: 11.074 eV
**SMILES**: O=C=O.O=C=S
**LUMO level**: 0.0160 Eh

```
! wB97M-V def2-TZVPD RIJCOSX def2/J DEFGRID3
* xyz 0 1
S 1.51 2.08 -1.04
O -0.92 -2.55 0.07
O 0.89 -1.14 0.37
O -0.68 1.52 0.49
C -0.02 -1.88 0.21
C 0.25 1.78 -0.14
*
```



Entry 5:
Here is C20H50CdN2O4Si2 as an isolated structure at a distorted geometry from the OMol25 dataset. Energies are from ωB97M-V with the def2-TZVPD basis set.

Computed properties:
**E_tot**: -53034.37625 eV
**Kohn-Sham gap (spin up / spin down)**: 6.330 / 6.330 eV
**LUMO level (spin up / spin down)**: -0.0007 / -0.0007 Eh

```
! wB97M-V def2-TZVPD RIJCOSX def2/J DEFGRID3
* xyz 0 1
Cd 0.72 1.55 -1.44
Si 0.29 1.36 -4.35
Si 3.78 1.51 -0.02
O -2.54 -0.54 -4.70
O 0.20 -1.17 0.02
O -0.78 4.03 0.53
O -1.17 -2.38 -3.57
N 0.00 0.06 0.16
N -0.38 2.71 0.33
C 4.67 3.10 -0.53
C -0.72 0.50 1.23
C -3.22 -3.51 -2.85
C 1.33 2.90 -3.97
C -2.98 -2.34 -6.28
C -2.23 -1.09 -6.08
C -0.18 -3.44 -3.68
C 2.66 1.99 1.42
C -0.82 2.01 -5.73
C -4.11 0.57 -3.09
C -0.95 1.92 1.25
C -3.79 0.20 -4.52
C -2.10 -2.58 -2.49
C -1.28 -0.40 2.27
C 0.70 -3.67 -2.46
C -0.43 0.63 -2.83
C 2.80 0.80 -1.45
C 5.03 0.25 0.62
C -1.81 2.67 2.20
C 1.50 0.00 -5.01
H 1.46 3.40 -4.94
H 0.96 -0.94 -5.20
H 0.81 3.61 -3.30
H -2.37 -0.33 2.28
H 2.52 1.13 2.08
H 1.65 -4.09 -2.81
H 5.37 2.91 -1.35
H 5.22 3.51 0.32
H -4.54 -0.49 -4.96
H -2.86 -4.53 -3.02
H 2.33 2.68 -3.56
H -2.84 -2.66 -7.30
H 2.68 -0.29 -1.37
H -0.72 -4.38 -3.92
H -1.15 -1.22 -6.11
H -3.42 1.27 -2.65
H -0.33 4.57 -0.14
H -4.28 -0.30 -2.45
H 0.45 -3.16 -4.55
H 5.75 0.73 1.30
H 1.66 2.33 1.12
H -3.92 -3.55 -2.02
H 3.12 2.81 1.98
H -1.23 3.42 2.76
H -0.92 -0.11 3.26
H 1.96 0.39 -5.94
H -1.51 -2.93 -1.64
H -5.07 1.07 -3.19
H -1.84 -0.69 -4.05
H 3.94 3.85 -0.87
H -0.38 2.95 -6.11
H -3.69 1.09 -5.17
H -4.05 -2.24 -6.12
H 5.59 -0.21 -0.21
H -1.81 2.25 -5.35
H 0.26 -4.42 -1.80
H -2.62 3.20 1.67
H -0.91 1.33 -6.59
H -2.47 -1.58 -2.25
H -2.60 -3.12 -5.63
H 4.51 -0.56 1.17
H -3.75 -3.17 -3.73
H -0.27 -0.43 -2.55
H 3.25 1.01 -2.44
H -2.26 1.98 2.91
H 0.92 -2.77 -1.88
H -2.52 -0.29 -6.74
H 2.30 -0.18 -4.25
H -0.98 -1.41 2.07
H -1.44 0.93 -2.50
*
```



Entry 6:
Here is a 2-piece molecular cluster, C3BrF7O2S overall at a distorted geometry from the OMol25 dataset. Energies are from ωB97M-V with the def2-TZVPD basis set.

Computed properties:
**ΔE to the lowest compared entry with this formula, charge and spin**: 0.117 eV
**E_tot**: -107103.12537 eV
**Kohn-Sham gap (spin up / spin down)**: 9.698 / 4.749 eV
**LUMO level (spin up / spin down)**: -0.0528 / -0.1583 Eh

```
! wB97M-V def2-TZVPD RIJCOSX def2/J DEFGRID3
* xyz 0 1
Br -2.08 3.19 2.37
S -2.28 3.13 0.25
F 0.58 -2.76 -0.83
F 2.11 0.73 -0.42
F -1.43 -1.87 -1.01
F 2.56 -1.37 -0.30
F 0.04 -1.44 1.31
F 2.15 -0.19 1.48
F 0.22 -1.20 -2.18
O -3.30 4.04 -0.21
O -0.46 0.43 0.16
C 1.79 -0.36 0.16
C -0.14 -1.69 -0.97
C 0.24 -0.63 0.19
*
```



Entry 7:
Here is C23H42Cl2FeN2O6P as an isolated structure at a distorted geometry from the OMol25 dataset. Energies are from ωB97M-V with the def2-TZVPD basis set.

Computed properties:
**<S²>**: 6.010
**ΔE to the lowest compared entry with this formula, charge and spin**: 0.000 eV
**E_tot**: -108524.14551 eV
**Kohn-Sham gap (spin up / spin down)**: 6.833 / 6.216 eV
**LUMO level (spin up / spin down)**: 0.0962 / 0.0962 Eh

```
! wB97M-V def2-TZVPD RIJCOSX def2/J DEFGRID3
* xyz -1 5
Fe 0.74 -0.96 -0.57
Cl -0.29 -2.29 0.96
Cl 2.77 -1.79 -0.96
P -1.64 2.55 1.27
O 1.82 -0.07 1.70
O -1.77 2.90 2.86
O 1.55 1.10 -1.11
O -0.02 2.61 1.01
O -2.00 0.94 1.30
O -0.88 -0.42 -1.45
N 3.52 -0.91 2.99
N 1.37 3.07 -2.24
C 0.15 -1.82 -3.12
C 4.18 0.37 3.15
C -2.07 2.01 3.98
C 0.85 2.01 -1.60
C -3.88 -3.36 -1.20
C 1.49 -3.95 -3.24
C 0.53 4.14 -2.76
C -1.00 0.99 4.26
C 1.12 -1.00 -3.93
C 2.39 -1.02 2.27
C -3.98 -3.42 -3.61
C 2.79 3.18 -2.49
C -2.95 -2.49 -3.68
C 4.16 -2.06 3.60
C 1.01 2.75 2.03
C -1.13 -1.08 -2.62
C -2.82 -2.45 -1.27
C 1.00 4.09 2.71
C -3.35 0.51 0.94
C 0.31 -3.13 -2.86
C -2.35 -2.02 -2.50
C -4.46 -3.86 -2.37
C -3.74 -0.63 1.84
H -3.56 -0.40 2.89
H -0.49 -3.67 -2.35
H -2.55 -2.14 -4.63
H 4.20 -1.95 4.69
H -0.84 0.30 3.42
H 1.03 4.90 1.97
H 1.99 -2.04 2.20
H 0.10 4.18 3.32
H -2.18 2.69 4.83
H 1.87 4.17 3.36
H 4.16 0.68 4.21
H 5.24 0.28 2.87
H -0.52 3.92 -2.52
H 2.95 3.43 -3.54
H -3.04 1.53 3.81
H 1.88 -4.46 -2.35
H 3.70 1.12 2.53
H 2.31 -3.37 -3.68
H 1.21 -4.74 -3.95
H 1.94 2.59 1.48
H -4.06 1.34 1.05
H -0.25 2.00 -1.55
H 0.92 1.92 2.74
H -3.31 0.21 -0.11
H 0.64 4.21 -3.85
H -3.17 -1.53 1.58
H -4.80 -0.85 1.71
H -1.33 0.39 5.12
H -1.38 -0.34 -3.40
H 3.21 4.00 -1.88
H 1.60 -1.64 -4.69
H -0.06 1.47 4.55
H -4.42 -3.80 -4.53
H 3.60 -2.96 3.35
H -4.23 -3.68 -0.21
H 0.60 -0.17 -4.42
H 1.93 -0.60 -3.30
H 3.29 2.24 -2.24
H 0.81 5.10 -2.32
H 5.19 -2.16 3.24
H -2.32 -2.12 -0.36
H -5.27 -4.58 -2.31
*
```



Entry 8:
Here is a 2-piece molecular cluster, C6H12Si overall at a distorted geometry from the OMol25 dataset. Energies are from ωB97M-V with the def2-TZVPD basis set.

Computed properties:
**<S²>**: 2.002
**ΔE to the lowest compared entry with this formula, charge and spin**: 0.000 eV
**E_tot**: -14288.65943 eV
**Kohn-Sham gap (spin up / spin down)**: 7.254 / 7.285 eV
**LUMO level (spin up / spin down)**: 0.0412 / -0.0596 Eh

```
! wB97M-V def2-TZVPD RIJCOSX def2/J DEFGRID3
* xyz 0 3
Si 1.65 -0.07 -1.17
C -1.34 -1.33 2.59
C -2.11 0.84 2.01
C -2.04 2.05 1.42
C 0.80 0.70 -2.67
C 2.78 -1.57 -1.83
C -1.02 -0.18 1.99
H 3.87 -1.42 -1.63
H 0.06 0.02 1.87
H 0.64 0.13 -3.64
H -2.32 -1.53 3.04
H -0.02 1.46 -2.46
H -0.56 -2.07 2.75
H -2.90 2.67 1.39
H 2.52 -2.30 -1.15
H 2.57 -1.81 -2.81
H -1.16 2.40 0.91
H -3.12 0.60 2.38
H 1.71 1.41 -3.00
*
```



Entry 9:
Here is one molecule with the formula C10H9N at a distorted geometry from the OMol25 dataset. Energies are from ωB97M-V with the def2-TZVPD basis set.

Computed properties:
**ΔE to the lowest compared entry with this formula, charge and spin**: 2.723 eV
**E_tot**: -12003.47705 eV
**Kohn-Sham gap**: 9.084 eV
**SMILES**: c1ccc(-c2ccc[nH]2)cc1
**LUMO level**: 0.0357 Eh

```
! wB97M-V def2-TZVPD RIJCOSX def2/J DEFGRID3
* xyz 0 1
N 0.33 -1.72 -1.06
C 0.74 -2.02 -2.30
C -1.65 1.72 1.53
C -1.09 1.46 2.73
C 1.16 -0.83 -2.96
C 0.92 0.17 -1.96
C 0.37 -0.33 -0.88
C -0.15 0.25 0.35
C 0.02 0.52 2.77
C 0.44 -0.05 1.60
C -1.21 1.14 0.27
H 1.35 1.18 -2.27
H -1.31 2.07 3.70
H 0.49 0.16 3.74
H 0.79 -3.14 -2.55
H -2.47 2.34 1.47
H 1.68 -0.76 -3.90
H 1.25 -0.92 1.42
H 0.23 -2.33 -0.47
H -1.51 1.32 -0.62
*
```



Entry 10:
Here is C24H17BCl3F4NO2PdS as an isolated structure at a distorted geometry from the OMol25 dataset. Energies are from ωB97M-V with the def2-TZVPD basis set.

Computed properties:
**<S²>**: 2.047
**ΔE to the lowest compared entry with this formula, charge and spin**: 0.000 eV
**E_tot**: -94183.64976 eV
**Kohn-Sham gap (spin up / spin down)**: 5.999 / 6.371 eV
**LUMO level (spin up / spin down)**: 0.1586 / 0.1586 Eh

```
! wB97M-V def2-TZVPD RIJCOSX def2/J DEFGRID3
* xyz -2 3
Pd -0.10 1.16 0.67
Cl 2.91 0.25 4.94
Cl -1.89 1.65 2.84
Cl -1.44 0.63 8.13
S 0.25 -1.34 0.76
F 3.95 1.15 -1.97
F 2.49 0.83 -0.21
F 3.40 -1.00 -1.30
F 4.74 0.34 0.05
O -0.86 -1.45 1.77
O 1.02 1.01 2.79
N -1.20 2.56 -0.25
C 0.48 0.93 3.92
C 1.46 -3.49 -0.54
C 0.64 0.49 6.37
C -0.42 -0.20 -3.11
C -0.82 -3.83 0.19
C 1.20 0.58 5.11
C 0.80 3.38 -3.25
C 0.34 -5.59 -0.99
C -1.90 -0.53 -0.78
C -1.49 1.10 5.44
C -1.76 3.78 -2.24
C 0.30 -3.03 0.08
C 0.24 -0.52 -1.93
C 1.47 -4.78 -1.07
C -1.80 -0.03 -3.13
C -0.14 4.07 -4.01
C -0.51 -0.65 -0.76
C -0.80 -5.11 -0.35
C -1.43 4.27 -3.49
C -2.54 -0.20 -1.97
C -0.91 1.19 4.20
C -0.83 3.05 -1.45
C -0.71 0.74 6.53
C 0.48 2.88 -2.00
B 3.66 0.34 -0.84
H -1.68 -5.74 -0.28
H -2.55 1.31 5.56
H 0.12 4.46 -4.99
H -2.75 3.93 -1.83
H 2.37 -5.14 -1.57
H 1.25 0.21 7.22
H -2.17 4.81 -4.07
H -2.30 0.24 -4.06
H 1.22 2.34 -1.42
H -3.61 -0.06 -1.98
H 0.36 -6.59 -1.41
H -2.44 -0.67 0.14
H -1.69 -3.44 0.70
H 0.16 -0.06 -4.02
H 1.31 -0.63 -1.91
H 2.33 -2.84 -0.61
H 1.80 3.24 -3.63
*
```



Entry 11:
Here is a 5-piece molecular cluster, C39H47N8O8 overall at a distorted geometry from the OMol25 dataset. Energies are from ωB97M-V with the def2-TZVPD basis set.

Computed properties:
**E_tot**: -69482.35239 eV
**Kohn-Sham gap**: 7.672 eV
**LUMO level**: -0.1207 Eh

```
! wB97M-V def2-TZVPD RIJCOSX def2/J DEFGRID3
* xyz 1 1
O -4.06 -7.29 -0.79
O 0.48 2.97 -7.92
O -1.02 -0.96 -1.92
O 5.86 1.99 -3.09
O 4.57 1.77 -1.37
O -0.58 -2.65 -0.63
O -5.67 -6.27 0.23
O -0.82 1.48 -7.05
N 2.39 4.17 1.32
N -4.69 -6.98 0.22
N 3.50 4.80 1.86
N 5.34 1.33 -2.21
N 0.04 2.35 -6.97
N -0.01 3.50 1.49
N -1.24 -2.10 -1.50
N 1.13 4.88 3.23
C -3.11 -2.26 -3.11
C 6.37 -2.78 -1.98
C 6.94 -1.98 -2.97
C 0.22 2.34 0.58
C 0.56 2.67 -5.64
C -2.35 -2.84 -2.09
C 0.57 1.00 1.44
C -0.45 -0.20 1.03
C 5.11 -0.90 -1.15
C 5.46 -2.24 -1.08
C -3.72 -4.82 -2.17
C 6.60 -0.63 -3.05
C -1.05 4.45 1.01
C 1.51 3.67 -5.49
C -4.22 -7.51 1.50
C -4.48 -4.24 -3.18
C 4.47 3.32 3.77
C -2.98 3.65 2.71
C -4.45 -7.70 3.89
C 1.21 4.14 1.94
C -2.10 4.87 2.17
C -3.30 -8.48 3.93
C 0.57 2.28 -3.27
C -4.91 -7.21 2.67
C -3.07 -8.31 1.54
C 1.51 3.30 -3.11
C 5.69 -0.10 -2.14
C 0.09 1.96 -4.53
C -4.06 1.11 2.57
C -4.57 2.65 4.67
C -2.65 -4.12 -1.62
C -3.69 3.82 4.11
C 4.56 3.80 2.24
C -4.75 1.28 3.94
C -4.18 -2.96 -3.65
C 2.05 0.46 1.08
C -3.23 2.30 1.99
C 1.98 3.99 -4.22
C -2.61 -8.79 2.76
H 0.64 5.78 3.05
H -0.80 2.10 0.08
H 4.71 2.19 3.79
H 5.01 -2.88 -0.31
H 5.26 3.84 4.42
H -0.56 5.45 0.68
H -2.06 -4.58 -0.84
H -5.11 2.79 5.67
H 2.17 -0.55 1.62
H 1.88 3.55 -2.12
H 0.62 4.31 3.92
H 3.86 5.51 1.20
H 0.41 1.17 2.56
H 4.61 2.90 1.54
H -2.88 -1.27 -3.48
H -2.94 -8.86 4.88
H 4.40 -0.49 -0.44
H 2.49 3.70 0.41
H -5.81 -6.60 2.65
H 5.58 4.34 2.13
H 0.20 1.74 -2.40
H -2.52 -8.55 0.63
H -3.97 -5.81 -1.80
H 2.72 4.78 -4.10
H -2.76 2.15 0.97
H 7.65 -2.40 -3.67
H -3.61 4.79 4.71
H -2.76 5.77 1.88
H 1.88 4.22 -6.35
H -4.77 -2.52 -4.44
H -5.37 0.41 4.34
H -1.72 -9.40 2.80
H -5.33 -4.78 -3.60
H 3.43 3.44 4.23
H -1.47 5.23 3.07
H 2.86 1.18 1.45
H 2.07 0.25 -0.05
H -0.65 1.18 -4.64
H 7.05 -0.02 -3.82
H 0.95 2.52 -0.28
H -0.04 -0.70 0.09
H -0.44 -1.01 1.85
H -1.67 4.09 0.12
H -1.51 0.17 0.82
H -4.99 -7.47 4.80
H 6.64 -3.83 -1.92
H -4.12 0.16 1.93
*
```



> Which formula does entry 4 have?

C2O3S



> Look up the E_tot of the tenth one.

-94183.64976 eV



> E_tot of number 9 (C10H9N)?

-12003.47705 eV